Density functional theory data (ωB97M-V with the def2-TZVPD basis set) for a 2-piece molecular cluster, C2H7Cl2NSi overall in a non-equilibrium geometry.

Bonds (Å) are listed after each position.
Cartesian coordinates (Å):
1 C -0.594 0.452 -2.286  N2 1.469, H6 1.108, H7 1.155, H8 1.100
2 N -0.249 0.086 -0.906  C1 1.469, Si3 1.594
3 Si 1.058 0.170 0.002  N2 1.594, C4 1.824, Cl5 2.118
4 C 1.169 -0.237 1.776  Si3 1.824, H9 1.064, H10 1.087, H11 1.085
5 Cl 2.922 1.009 -0.555  Si3 2.118
6 H -1.462 -0.143 -2.632  C1 1.108
7 H -0.812 1.585 -2.334  C1 1.155
8 H 0.198 0.090 -2.958  C1 1.100
9 H 0.585 0.567 2.157  C4 1.064
10 H 0.667 -1.134 2.131  C4 1.087
11 H 2.126 -0.119 2.275  C4 1.085
12 Cl -2.491 0.231 1.510  H13 1.342
13 H -2.753 -0.672 0.553  Cl12 1.342

As for the SMILES: C/N=[Si](/C)Cl.Cl. As for the total energy: -1345.04748 Ha. As for the highest occupied orbital energy: -9.08 eV. The strongest force on any atom is 1.93 eV Å⁻¹. The calculation puts the energy relative to the best compared isomer or geometry (same formula, charge and spin) at 298.0 kJ/mol.

Atomic partial charges in e from the Löwdin method, atoms 1 to 8: -0.244, -0.290, 0.237, -0.244, 0.218, 0.054, 0.095, 0.054